Entry 1:
{
  "formula": "C3H7NOS",
  "method": "ωB97M-V/def2-TZVPD",
  "e_above_lowest_kj_mol": 462.8,
  "multiplicity": 1,
  "lumo_energy_ha": [0.009, 0.002],
  "gap_ev": [7.9, 7.5],
  "charge": 0,
  "homo_ev": [-7.61, -7.50],
  "symbols": ["C", "C", "C", "N", "O", "S", "H", "H", "H", "H", "H", "H", "H"],
  "xyz": [[0.293, 1.393, 0.236], [0.942, 0.491, -0.798], [-0.519, 0.630, -0.697], [0.038, -2.182, 1.346], [-1.306, 0.979, -1.733], [-1.242, -1.664, 0.357], [0.213, 0.880, 1.230], [0.319, 2.439, 0.383], [1.225, 1.113, -1.749], [1.473, -0.491, -0.587], [-0.131, -2.136, 2.344], [0.777, -2.865, 1.216], [-2.082, 1.415, -1.547]]
}

***

Entry 2:
{
  "formula": "C3H10O3",
  "method": "ωB97M-V/def2-TZVPD",
  "smiles": "C=C(C)O.O.O",
  "e_above_lowest_kj_mol": 78.7,
  "multiplicity": 1,
  "lumo_energy_ha": 0.019,
  "gap_ev": 9.6,
  "charge": 0,
  "homo_ev": -9.12,
  "symbols": ["C", "C", "O", "C", "H", "H", "H", "H", "H", "H", "H", "H", "O", "H", "H", "O"],
  "xyz": [[1.379, 0.990, 1.211], [0.282, 1.350, 0.518], [0.316, 1.570, -0.865], [-1.140, 0.881, 0.837], [1.197, 0.476, 2.143], [2.305, 1.429, 0.856], [1.166, 1.969, -1.072], [-1.200, 0.751, 1.914], [-1.797, 1.672, 0.475], [-1.278, -0.049, 0.292], [0.609, -0.389, -1.689], [-0.108, -1.148, -2.787], [0.286, -1.267, -1.917], [-0.429, -3.363, 0.392], [-0.602, -2.269, -0.566], [-0.986, -2.602, 0.259]]
}

***

Entry 3:
{
  "formula": "C2H10N2O2",
  "method": "ωB97M-V/def2-TZVPD",
  "smiles": "NCO.NCO",
  "e_above_lowest_kj_mol": 128.9,
  "multiplicity": 1,
  "lumo_energy_ha": 0.020,
  "gap_ev": 10.0,
  "charge": 0,
  "homo_ev": -9.51,
  "symbols": ["N", "C", "O", "H", "H", "H", "H", "H", "N", "C", "O", "H", "H", "H", "H", "H"],
  "xyz": [[2.652, 0.147, 0.769], [2.090, 0.585, 1.987], [1.908, -0.412, 2.969], [2.178, -0.542, 0.215], [3.539, 0.281, 0.333], [2.607, 1.431, 2.458], [1.090, 1.013, 1.851], [2.547, -1.135, 2.916], [-2.919, 0.667, -1.352], [-2.509, -0.680, -1.692], [-1.343, -0.744, -2.503], [-2.125, 1.216, -1.095], [-3.522, 1.054, -2.051], [-2.321, -1.129, -0.690], [-3.256, -1.329, -2.134], [-0.617, -0.425, -1.982]]
}

***

Entry 4:
{
  "formula": "CH5BrN2",
  "method": "ωB97M-V/def2-TZVPD",
  "e_above_lowest_kj_mol": 273.2,
  "multiplicity": 1,
  "lumo_energy_ha": [-0.008, -0.011],
  "gap_ev": [8.7, 8.9],
  "charge": 0,
  "homo_ev": [-8.94, -9.23],
  "symbols": ["C", "N", "N", "Br", "H", "H", "H", "H", "H"],
  "xyz": [[-0.188, 0.072, -1.059], [-0.698, 0.518, 0.216], [0.410, -0.163, 1.846], [1.567, -1.335, 1.043], [0.855, 0.391, -1.113], [-0.359, -0.885, -1.310], [-0.790, 0.575, -1.948], [-1.709, 0.140, 0.323], [0.913, 0.687, 2.001]]
}

***

Entry 5:
{
  "formula": "C16H32F9O6S",
  "method": "ωB97M-V/def2-TZVPD",
  "multiplicity": 1,
  "lumo_energy_ha": -0.179,
  "gap_ev": 5.7,
  "charge": 1,
  "homo_ev": -10.55,
  "symbols": ["F", "C", "F", "F", "C", "F", "F", "C", "F", "F", "C", "F", "F", "S", "H", "H", "C", "O", "C", "C", "O", "C", "H", "H", "H", "H", "H", "H", "H", "H", "H", "H", "C", "O", "C", "C", "O", "C", "H", "H", "H", "H", "H", "H", "H", "H", "H", "H", "C", "O", "C", "C", "O", "C", "H", "H", "H", "H", "H", "H", "H", "H", "H", "H"],
  "xyz": [[1.959, -3.162, -5.938], [0.926, -2.798, -5.215], [1.193, -3.107, -3.977], [0.771, -1.508, -5.412], [-0.343, -3.555, -5.779], [-0.933, -2.767, -6.692], [0.087, -4.623, -6.418], [-1.344, -4.049, -4.687], [-1.477, -3.210, -3.663], [-0.972, -5.238, -4.316], [-2.789, -4.221, -5.305], [-2.747, -4.813, -6.451], [-3.459, -4.976, -4.475], [-3.764, -2.639, -5.397], [-3.540, -2.228, -6.681], [-3.105, -1.693, -4.661], [-0.476, 1.814, -2.024], [-0.861, 0.443, -2.057], [0.190, -0.419, -2.468], [0.857, -1.091, -1.282], [1.526, -0.147, -0.469], [0.782, 0.219, 0.688], [-1.221, 2.358, -1.445], [0.498, 1.949, -1.553], [-0.450, 2.220, -3.041], [0.926, 0.123, -3.071], [-0.262, -1.188, -3.100], [1.614, -1.792, -1.650], [0.127, -1.661, -0.697], [0.845, -0.575, 1.437], [-0.265, 0.419, 0.453], [1.223, 1.124, 1.100], [-2.533, 5.911, 1.770], [-3.482, 4.909, 2.103], [-3.545, 3.863, 1.148], [-2.767, 2.643, 1.602], [-1.373, 2.907, 1.682], [-0.935, 3.153, 3.011], [-2.349, 6.508, 2.661], [-1.586, 5.479, 1.437], [-2.934, 6.561, 0.985], [-3.191, 4.208, 0.171], [-4.599, 3.587, 1.047], [-2.900, 1.846, 0.862], [-3.144, 2.277, 2.562], [-0.861, 2.210, 3.563], [-1.603, 3.835, 3.540], [0.055, 3.606, 2.958], [3.465, 1.131, 4.296], [2.591, 0.185, 3.699], [3.276, -0.930, 3.145], [3.223, -2.132, 4.067], [3.934, -1.900, 5.274], [3.089, -1.563, 6.362], [2.868, 1.790, 4.925], [4.223, 0.649, 4.916], [3.955, 1.731, 3.521], [4.311, -0.671, 2.903], [2.767, -1.184, 2.210], [3.706, -2.979, 3.569], [2.186, -2.413, 4.280], [2.593, -2.461, 6.745], [2.337, -0.823, 6.080], [3.711, -1.143, 7.151]]
}

***

Entry 6:
{
  "formula": "C4H2LiO2Tl",
  "method": "ωB97M-V/def2-TZVPD",
  "e_above_lowest_kj_mol": 0.0,
  "multiplicity": 1,
  "lumo_energy_ha": -0.024,
  "gap_ev": 6.3,
  "charge": 0,
  "homo_ev": -6.95,
  "symbols": ["C", "C", "O", "Tl", "H", "C", "C", "O", "Li", "H"],
  "xyz": [[0.089, -1.230, 0.054], [-0.155, -0.591, 1.195], [-0.165, -2.448, -0.443], [1.300, 2.880, -1.602], [-0.683, -0.887, 2.083], [-0.022, 1.020, 0.828], [0.216, 1.079, -0.494], [0.293, -0.122, -1.094], [-0.657, -1.451, -2.120], [-0.216, 1.751, 1.593]]
}

***

Entry 7:
{
  "formula": "C2H4OS2",
  "method": "ωB97M-V/def2-TZVPD",
  "e_above_lowest_kj_mol": 624.4,
  "multiplicity": 1,
  "lumo_energy_ha": [-0.071, -0.071],
  "gap_ev": [6.3, 6.3],
  "charge": 0,
  "homo_ev": [-8.27, -8.28],
  "symbols": ["C", "C", "O", "S", "S", "H", "H", "H", "H"],
  "xyz": [[-1.428, -0.044, -0.434], [-1.500, -0.856, 0.523], [1.319, 0.100, -0.727], [2.053, 1.502, 0.043], [1.345, -1.432, -0.198], [-2.226, 0.557, -0.820], [-0.387, 0.415, -0.709], [-0.774, -1.554, 1.044], [1.596, 1.312, 1.278]]
}